The following is a DFT calculation (wB97M-V/def2-TZVPD) of a single C6H7N molecule.

The energy above the lowest of the compared OMol25 structures with the same formula, charge and spin is 5.52 kJ/mol. Its SMILES is Cc1ccccn1. The calculation puts the total energy at -7825.59005 eV. For the LUMO energy, the calculation gives 1.1 eV. Its HOMO-LUMO gap is 10.469 eV.

Last columns: bonded neighbours and bond lengths (Å).
Geometry (Å):
1 C 2.17812 -0.09578 -0.44005  C2 1.506, H8 1.094, H9 1.096, H10 1.092
2 C 0.71942 -0.06417 -0.06810  C1 1.506, C3 1.399, N7 1.337
3 C -0.28863 -0.48158 -0.94358  C2 1.399, C4 1.389, H11 1.087
4 C -1.61524 -0.35100 -0.55421  C3 1.389, C5 1.391, H12 1.087
5 C -1.89825 0.25141 0.66698  C4 1.391, C6 1.389, H13 1.085
6 C -0.82927 0.60911 1.47826  C5 1.389, N7 1.332, H14 1.088
7 N 0.44783 0.43625 1.14120  C2 1.337, C6 1.332
8 H 2.32928 0.23396 -1.47260  C1 1.094
9 H 2.61338 -1.09579 -0.33507  C1 1.096
10 H 2.71278 0.57781 0.23311  C1 1.092
11 H -0.03794 -0.86167 -1.93092  C3 1.087
12 H -2.41993 -0.69637 -1.19906  C4 1.087
13 H -2.91787 0.46955 0.96664  C5 1.085
14 H -0.99341 1.08262 2.44444  C6 1.088